DFT (ωB97M-V/def2-TZVPD) results for a structure of composition CHN3OS in a non-equilibrium geometry.

Element x y z (Å)
C (1.157476, -0.003115, -0.005353)
N (0.246670, -1.000517, -0.021102)
N (0.919409, 1.230251, -0.004104)
N (-1.046637, 1.269971, 0.007846)
O (-2.351311, -0.956896, 0.019736)
S (-1.127487, -0.233202, -0.002922)
H (2.201880, -0.306495, 0.005899)

Atoms 1-3, force components in eV/Å:
0.41 -1.22 -0.06
-1.16 -0.59 0.06
-3.27 1.95 0.07

Calculated values
**LUMO energy**: -1.307 eV
**Spin multiplicity**: 1
**HOMO-LUMO gap**: 10.04 eV
**Energy above the lowest of the compared OMol25 structures with the same formula, charge and spin**: 503.62 kJ/mol

***

DFT (ωB97M-V/def2-TZVPD) results for a cluster of 6 separate species, C54H110BrINO5 in total in a non-equilibrium geometry.

Element x y z (Å)
C (4.900742, 0.775263, 2.777780)
C (4.035433, 0.604356, 1.951128)
C (3.041221, 0.453624, 0.926704)
C (2.744348, -1.047612, 0.453954)
C (2.949473, -1.006684, -1.071843)
C (4.439151, -0.825779, -1.325217)
O (5.270760, -1.538653, -0.877227)
O (4.772274, 0.292938, -2.104025)
C (4.194234, 0.142456, -3.374320)
C (2.992222, 1.008321, -3.721339)
O (4.608989, -0.645785, -4.145382)
C (1.363971, -1.430463, 1.042219)
C (1.674415, -1.814528, 2.504624)
C (0.663010, -1.371652, 3.574726)
C (0.664270, -2.364876, 4.764863)
I (-1.312289, -2.849987, 5.441630)
C (0.509932, -2.498521, 0.320499)
C (-0.588363, -3.093171, 1.222000)
C (1.279878, -3.668652, -0.348666)
C (2.471164, -4.282889, 0.417834)
C (2.014099, -5.468445, 1.311217)
N (0.642627, -0.103472, 0.842483)
O (-0.655445, 0.022269, 1.288618)
C (-1.603808, 0.343261, 0.243982)
C (-1.826535, 1.831456, -0.055908)
C (-1.864192, 2.687071, 1.238577)
C (-3.238742, 1.983650, -0.713423)
C (-3.623592, 0.821650, -1.661986)
C (-3.433006, 3.337112, -1.426145)
C (1.609266, 0.965816, 1.222083)
O (1.350233, 1.889613, 0.145484)
Br (1.268258, 2.044869, 2.788432)
H (5.727294, 1.140694, 3.315552)
H (3.363464, 1.134833, 0.151058)
H (3.570911, -1.602932, 0.872855)
H (2.371851, -0.191589, -1.503361)
H (2.674234, -1.921015, -1.592220)
H (2.117679, 0.367894, -3.707473)
H (2.845687, 1.725902, -2.917531)
H (3.121497, 1.489274, -4.677677)
H (1.800866, -2.881376, 2.613046)
H (2.633967, -1.392924, 2.792315)
H (-0.355844, -1.354632, 3.218459)
H (0.865073, -0.398417, 4.004574)
H (1.150010, -3.303622, 4.527120)
H (1.194961, -1.907295, 5.588820)
H (-0.041712, -2.006508, -0.485605)
H (-0.164912, -3.575433, 2.095854)
H (-1.331939, -2.358549, 1.506908)
H (-1.121742, -3.864372, 0.679830)
H (0.557593, -4.468083, -0.464200)
H (1.587766, -3.446634, -1.365271)
H (3.143312, -4.717294, -0.313524)
H (3.056936, -3.575680, 0.990142)
H (2.209371, -6.385910, 0.764945)
H (2.566233, -5.531324, 2.242944)
H (0.946109, -5.461543, 1.478101)
H (0.658373, 0.015328, -0.180676)
H (-2.549395, -0.041666, 0.605038)
H (-1.408505, -0.177295, -0.693236)
H (-1.123101, 2.225388, -0.783815)
H (-2.784849, 3.247957, 1.306974)
H (-1.699856, 2.082220, 2.121942)
H (-1.038274, 3.391839, 1.211550)
H (-3.939379, 1.973444, 0.119235)
H (-2.776819, 0.400141, -2.197116)
H (-4.288655, 1.217498, -2.420209)
H (-4.159546, 0.066005, -1.102365)
H (-2.660036, 3.517752, -2.168810)
H (-4.412215, 3.285668, -1.886562)
H (-3.476049, 4.179083, -0.741973)
H (1.407623, 2.790266, 0.478373)
C (-2.858296, -2.513322, -5.647540)
C (-1.760969, -3.026898, -6.575486)
C (-0.799459, -3.998506, -5.892296)
C (-0.011042, -3.403653, -4.725633)
C (0.829529, -2.177190, -5.077247)
C (1.929012, -2.443144, -6.094507)
H (-2.446405, -1.952441, -4.805628)
H (-3.533039, -1.847183, -6.186946)
H (-3.450967, -3.340740, -5.251412)
H (-1.212253, -2.180690, -6.997819)
H (-2.227096, -3.539662, -7.419972)
H (-0.106040, -4.395059, -6.638381)
H (-1.365564, -4.858999, -5.523253)
H (0.645509, -4.180071, -4.317869)
H (-0.700807, -3.139605, -3.916627)
H (1.304412, -1.807101, -4.159049)
H (0.180756, -1.372958, -5.438162)
H (2.614055, -3.205870, -5.718534)
H (2.504410, -1.534188, -6.275182)
H (1.543862, -2.782780, -7.056389)
C (2.788303, -6.015243, 5.412434)
C (2.746273, -7.431816, 5.975500)
C (4.127051, -8.075980, 6.085702)
C (4.859741, -8.258803, 4.754914)
C (4.108287, -9.086756, 3.712510)
C (3.848127, -10.523590, 4.154862)
H (3.189398, -5.997448, 4.396798)
H (1.782221, -5.589987, 5.378334)
H (3.407030, -5.366699, 6.036766)
H (2.084683, -8.050020, 5.363070)
H (2.298268, -7.399863, 6.971584)
H (4.025753, -9.043253, 6.584063)
H (4.753100, -7.464970, 6.743389)
H (5.825951, -8.731361, 4.954471)
H (5.089932, -7.278186, 4.326957)
H (4.700066, -9.104028, 2.793384)
H (3.159482, -8.604840, 3.456728)
H (4.785784, -11.039383, 4.369466)
H (3.333631, -11.078069, 3.368862)
H (3.222822, -10.565846, 5.047607)
C (-1.900294, 10.274803, 0.103991)
C (-1.729932, 9.363659, -1.108091)
C (-2.127111, 7.913910, -0.834187)
C (-1.300369, 7.199221, 0.232736)
C (0.201766, 7.147852, -0.041959)
C (0.542283, 6.387657, -1.320069)
H (-1.265596, 9.965940, 0.936126)
H (-1.631652, 11.300875, -0.148855)
H (-2.936843, 10.275144, 0.446717)
H (-0.697061, 9.415507, -1.463620)
H (-2.352167, 9.743257, -1.921937)
H (-2.071613, 7.349011, -1.769794)
H (-3.177855, 7.888273, -0.528951)
H (-1.677908, 6.173590, 0.324969)
H (-1.469456, 7.674418, 1.202724)
H (0.690074, 6.655447, 0.804871)
H (0.623972, 8.154032, -0.093533)
H (0.166820, 5.360532, -1.269061)
H (1.623693, 6.344826, -1.463296)
H (0.115051, 6.864002, -2.202568)
C (4.059384, 4.876786, 4.245485)
C (3.974296, 4.619123, 5.746434)
C (2.545717, 4.676403, 6.286141)
C (1.851401, 6.031432, 6.134081)
C (2.577381, 7.204766, 6.791005)
C (2.711665, 7.060715, 8.304054)
H (3.702609, 5.873845, 3.984112)
H (5.091593, 4.797012, 3.900230)
H (3.462692, 4.143976, 3.697660)
H (4.611646, 5.330117, 6.277080)
H (4.383285, 3.626758, 5.956759)
H (2.554680, 4.386575, 7.339904)
H (1.941409, 3.918641, 5.772423)
H (0.845333, 5.954015, 6.557967)
H (1.711689, 6.253580, 5.071451)
H (2.021437, 8.119841, 6.573178)
H (3.567547, 7.335712, 6.345980)
H (1.730377, 6.976927, 8.775108)
H (3.212257, 7.932246, 8.726951)
H (3.298120, 6.182345, 8.577639)
C (-8.345040, 1.617126, -5.712443)
C (-8.399835, 0.718207, -6.944353)
C (-8.965943, -0.671372, -6.654417)
C (-8.151680, -1.505365, -5.663810)
C (-6.694485, -1.737775, -6.061541)
C (-6.542328, -2.517196, -7.364568)
H (-7.692009, 1.206169, -4.940312)
H (-7.961006, 2.603948, -5.975872)
H (-9.340274, 1.749069, -5.283465)
H (-7.402081, 0.638734, -7.384816)
H (-9.029102, 1.196407, -7.698922)
H (-9.064099, -1.216318, -7.597087)
H (-9.982230, -0.566002, -6.262830)
H (-8.644566, -2.474533, -5.539772)
H (-8.176724, -1.029511, -4.679129)
H (-6.201727, -2.296027, -5.260084)
H (-6.164643, -0.783708, -6.141035)
H (-7.023107, -3.494538, -7.291021)
H (-5.487042, -2.680035, -7.592278)
H (-6.979892, -1.983502, -8.208944)

Atoms 1-3, force components in eV/Å:
-1.14 0.11 -1.53
0.94 -0.08 1.66
-1.25 -1.16 0.89

Calculated values
**LUMO energy**: -2.700 eV
**Total charge**: +1
**Spin multiplicity**: 1
**HOMO-LUMO gap**: 8.97 eV

***

DFT (ωB97M-V/def2-TZVPD) results for a structure of composition H3INP in a non-equilibrium geometry.

Element x y z (Å)
N (-0.524284, -0.011004, 0.498339)
P (0.766692, 0.357206, -0.581289)
I (-2.220064, 1.130610, 0.073280)
H (-0.895803, -0.970264, 0.186492)
H (1.726524, 0.522544, 0.445342)
H (1.146935, -1.029092, -0.622164)

Atoms 1-3, force components in eV/Å:
-2.28 -1.88 -0.54
1.10 -0.68 -0.10
0.12 0.07 0.18

Calculated values
**LUMO energy**: -0.377 eV
**Spin multiplicity**: 1
**HOMO-LUMO gap**: 8.75 eV
**Energy above the lowest of the compared OMol25 structures with the same formula, charge and spin**: 166.03 kJ/mol

***

What is the LUMO energy in the first record?
-1.307 eV

***

Number 1 is which compound?
CHN3OS